Record 1
{
  "formula": "C13H29N2O6S4",
  "method": "ωB97M-V/def2-TZVPD",
  "elements": ["O", "N", "O", "C", "C", "C", "C", "N", "C", "H", "H", "H", "H", "H", "C", "S", "O", "C", "H", "H", "H", "H", "H", "H", "C", "S", "O", "C", "H", "H", "H", "H", "H", "H", "C", "S", "O", "C", "H", "H", "H", "H", "H", "H", "C", "S", "O", "C", "H", "H", "H", "H", "H", "H"],
  "xyz": [[1.186753, 0.497359, 0.923020], [0.508827, -0.095352, 0.143906], [0.118020, 0.777653, -0.876304], [-1.262767, 1.056432, -0.527350], [-1.784896, 2.479601, -0.149634], [-3.311695, 2.556753, 0.243395], [-4.163862, 1.244424, 0.205597], [-3.589120, -0.030724, -0.192225], [-2.202816, -0.187787, -0.537849], [-1.094887, 3.391018, -0.162846], [-3.772129, 3.550306, 0.566578], [-5.271047, 1.257560, 0.493481], [-4.185065, -0.869347, -0.231523], [-1.785996, -1.225142, -0.816224], [1.021816, -2.884774, -4.568525], [0.234157, -1.840113, -3.327715], [-0.564532, -2.734159, -2.426071], [-0.924705, -1.035337, -4.455229], [1.765784, -3.508073, -4.071111], [0.276128, -3.521883, -5.047778], [1.515475, -2.257795, -5.312779], [-1.552813, -1.783782, -4.942190], [-0.369841, -0.466455, -5.203306], [-1.553670, -0.354766, -3.877979], [3.569764, -1.502900, 0.074008], [4.510014, -2.018288, -1.375958], [3.531193, -2.290036, -2.474440], [5.029614, -3.612728, -0.709160], [3.118949, -0.534398, -0.136487], [2.784124, -2.230276, 0.288447], [4.240491, -1.410325, 0.930067], [4.155087, -4.211016, -0.447298], [5.653403, -3.454161, 0.172174], [5.609683, -4.134436, -1.472046], [-7.120309, 6.490454, 1.698506], [-5.932670, 5.992461, 0.434797], [-5.250610, 4.749643, 0.925519], [-4.793896, 7.369384, 0.686729], [-7.911854, 5.741245, 1.742385], [-6.627370, 6.553861, 2.670135], [-7.552190, 7.456465, 1.432047], [-4.443318, 7.379300, 1.720422], [-5.299389, 8.307662, 0.452326], [-3.942320, 7.241321, 0.016449], [3.520231, -3.801625, 4.306122], [4.662402, -4.326075, 3.009567], [5.327451, -5.578061, 3.477582], [5.837377, -2.972503, 3.232505], [2.713988, -4.533364, 4.371672], [4.040945, -3.749720, 5.263880], [3.102190, -2.825582, 4.051901], [6.215626, -2.971619, 4.256319], [5.346113, -2.022464, 3.012755], [6.668164, -3.117833, 2.539733]],
  "atomic_forces_ev_per_a": [[-1.2645, -1.6408, -1.6155], [2.3843, 0.4130, 3.3767], [-3.6266, 2.0660, -0.5286], [-3.0008, -0.0470, 0.1784], [-2.5124, -3.8711, -0.0024], [1.9911, -3.8031, -1.1376], [2.8647, 1.3661, -0.4874], [2.3902, 3.1776, 0.1861], [0.0363, 3.1513, 0.5183], [-1.1590, -1.5594, 0.0420], [0.3145, -1.5303, -0.5114], [1.9168, -0.1112, -0.5501], [0.3523, 0.6284, 0.0908], [-0.7882, 1.6199, 0.3014], [-0.0493, -0.1925, 0.0187], [0.3523, -0.0011, -0.1647], [-0.2551, 0.3102, 0.0017], [-0.1504, -0.1227, -0.0534], [-0.0436, 0.2161, 0.0958], [-0.0745, 0.0964, 0.0819], [-0.0130, 0.0459, 0.1286], [0.0526, -0.0052, 0.0507], [0.0220, -0.0317, 0.0854], [0.1051, -0.0473, 0.0143], [-0.1364, -0.0764, 0.0500], [-0.0116, -0.1546, -0.1962], [0.0906, 0.0280, 0.3809], [-0.0649, -0.1104, -0.0446], [0.2379, -0.0841, -0.1079], [0.0456, -0.0348, -0.0696], [0.0229, 0.0032, -0.0884], [0.0054, 0.0943, -0.0192], [-0.0269, 0.0509, -0.0719], [-0.0585, 0.1631, 0.0056], [0.0242, -0.1351, 0.1323], [-0.1630, 0.3686, -0.0193], [0.0743, 0.0828, 0.1254], [0.1376, -0.0625, 0.0784], [0.1064, 0.0290, -0.0936], [0.0544, -0.0253, -0.0880], [0.0652, -0.0682, -0.0822], [-0.0756, -0.0655, -0.0334], [-0.0294, -0.1041, -0.0293], [-0.1420, -0.0471, 0.0054], [-0.0292, 0.0390, 0.1124], [0.1534, -0.3729, 0.2305], [-0.2479, 0.5720, -0.1559], [0.0743, 0.0607, 0.0576], [0.1277, 0.0000, -0.0941], [0.0481, -0.0436, -0.0845], [0.0350, -0.0364, -0.0425], [-0.0445, -0.0674, -0.0497], [-0.0171, -0.0469, 0.0210], [-0.1008, -0.0839, 0.0508]],
  "mulliken_charge": [-0.286, 0.174, -0.235, 0.445, -0.276, -0.270, -0.405, -0.019, -0.179, 0.402, 0.527, 0.401, 0.313, 0.408, -1.067, 0.775, -0.684, -0.965, 0.290, 0.385, 0.377, 0.325, 0.365, 0.245, -0.664, 0.325, -0.523, -0.744, 0.223, 0.330, 0.252, 0.288, 0.132, 0.401, -0.985, 0.500, -0.686, -0.936, 0.326, 0.319, 0.398, 0.315, 0.388, 0.301, -0.957, 0.637, -0.667, -1.009, 0.316, 0.339, 0.312, 0.431, 0.289, 0.302],
  "lumo_ev": -4.8,
  "homo_lumo_gap_ev": 5.8,
  "e_tot_ev": -72541.280,
  "charge": 1
}

Record 2
{
  "formula": "C13H29N3O7Sr",
  "method": "ωB97M-V/def2-TZVPD",
  "elements": ["Sr", "O", "C", "C", "O", "H", "H", "H", "H", "O", "C", "C", "O", "H", "H", "H", "H", "C", "O", "N", "C", "C", "H", "H", "H", "H", "H", "H", "H", "C", "O", "N", "C", "C", "H", "H", "H", "H", "H", "H", "H", "C", "O", "N", "C", "C", "H", "H", "H", "H", "H", "H", "H"],
  "xyz": [[1.006065, 0.628607, -0.357007], [2.159075, -1.516443, 0.523683], [2.607695, -2.874693, 0.610283], [3.941765, -3.353903, -0.129707], [5.111165, -2.837403, 0.533783], [1.945825, -3.706043, 0.367633], [2.634415, -3.093893, 1.677683], [3.900965, -3.033083, -1.170617], [4.008575, -4.441853, -0.128867], [0.783125, 3.073417, -1.085087], [1.944225, 3.666587, -0.444267], [3.374145, 2.899557, -0.489957], [3.469655, 1.546427, -0.080657], [1.584125, 3.778447, 0.578433], [2.071595, 4.696057, -0.779047], [4.068035, 3.541997, 0.052153], [3.811355, 2.942707, -1.487497], [-0.672135, 2.204647, 2.286633], [0.107525, 1.327047, 1.898513], [-0.354265, 3.180077, 3.179263], [-1.410615, 3.979837, 3.773973], [0.979895, 3.421857, 3.725773], [-1.743905, 2.254347, 2.039593], [-2.370955, 3.464277, 3.779803], [-1.422615, 4.982737, 3.347203], [-1.281665, 4.051607, 4.853943], [0.983855, 3.485757, 4.813883], [1.649125, 2.606877, 3.450033], [1.295545, 4.397967, 3.357443], [0.318905, -2.008313, -2.433897], [0.648145, -0.816703, -2.529667], [-0.081675, -2.713213, -3.475617], [0.013045, -2.086143, -4.822847], [-0.682635, -4.039123, -3.395227], [0.235475, -2.592143, -1.504167], [0.629965, -1.190613, -4.748467], [-0.910115, -1.771803, -5.309737], [0.440975, -2.836223, -5.487937], [-0.657695, -4.430943, -2.378397], [-1.753325, -4.196623, -3.525287], [-0.145245, -4.667843, -4.105187], [-2.480795, -0.400753, -0.733367], [-1.267895, -0.333853, -0.515707], [-3.330915, -0.624543, 0.293083], [-4.823225, -0.671283, 0.028443], [-2.918655, -0.807843, 1.691923], [-3.032555, -0.284903, -1.679057], [-5.096475, -0.541723, -1.018767], [-5.396955, 0.058367, 0.599893], [-5.227185, -1.634323, 0.340633], [-3.487115, -1.699903, 1.954943], [-1.864255, -1.043423, 1.836273], [-3.311375, 0.060367, 2.221163]],
  "atomic_forces_ev_per_a": [[3.2190, -0.2243, 0.1996], [-0.6649, -1.6642, -1.1555], [0.4780, 1.5581, 0.1925], [2.0659, 2.7073, 3.1592], [-1.5452, -1.1875, -1.3450], [-1.7329, -0.3977, -1.2523], [1.0834, -0.1421, 0.6346], [-0.3186, 0.3249, -0.7387], [-0.5841, -0.9344, 0.0441], [1.3339, -0.3018, 0.2836], [-0.9621, -1.7202, -0.6104], [-0.9040, -1.5531, 0.2134], [-1.8373, 1.8838, -0.2199], [0.6447, 0.0335, 1.0768], [0.4153, 0.5102, -0.4901], [0.2453, 0.6433, 0.8808], [-0.3554, 0.4207, -1.0411], [1.6638, -0.9433, 0.5571], [-1.5772, 1.5327, 0.6197], [-0.5191, -0.2615, 0.6710], [0.1080, -0.3040, 0.3231], [-0.0747, -0.1698, -0.4760], [0.0537, -0.1597, -0.3366], [-0.1643, 0.1546, -0.9137], [-0.3822, 0.0323, 0.0100], [0.6294, 0.2483, 0.1058], [-0.4282, -0.1498, 0.1380], [0.0427, 0.2822, -0.3985], [0.4757, -0.1699, -0.1675], [0.1540, 1.9448, 1.2853], [-0.1749, -1.5693, 0.1498], [-1.6256, -0.3621, -2.8304], [0.3153, -0.5647, 0.4859], [0.5822, -0.1519, 0.5955], [0.5105, 0.4748, 0.2955], [0.1491, -0.3218, 0.0740], [-0.5335, -0.1266, 0.5494], [0.3114, 0.0856, -0.0851], [1.0827, 0.0170, 0.1157], [-0.3807, 1.0329, -0.9409], [-0.0898, -0.3908, 0.2411], [1.3734, 0.0596, 1.8991], [-2.2185, -0.1364, -1.1263], [-2.0709, 0.1790, -0.9824], [1.1585, -0.3518, 0.5795], [-1.0547, -0.5586, -1.0150], [0.5911, 0.0321, -0.2567], [0.5180, 0.0812, -0.0350], [0.3742, 0.3590, 0.1266], [0.1699, -0.2434, -0.0033], [0.0151, -0.0046, 0.7408], [-0.0083, 0.5662, -0.3274], [0.4430, -0.0990, 0.5001]],
  "mulliken_charge": [1.624, -0.273, -0.963, -0.455, -1.008, 0.174, 0.344, 0.020, 0.330, -0.964, -0.147, -0.448, -0.810, -0.224, 0.409, 0.286, 0.236, 0.342, -0.816, 0.195, -1.161, -1.032, 0.280, 0.410, 0.316, 0.346, 0.323, 0.320, 0.355, 0.598, -0.727, 0.227, -0.976, -1.014, 0.086, 0.258, 0.298, 0.320, 0.299, 0.332, 0.330, 0.100, -0.543, 0.182, -0.940, -0.962, 0.271, 0.288, 0.318, 0.332, 0.369, 0.281, 0.263],
  "lumo_ev": 3.4,
  "homo_lumo_gap_ev": 1.7,
  "de_lowest_ev": 3.219,
  "e_tot_ev": -33584.457,
  "charge": -2
}

Number 1: HOMO level -0.390 hartree. Number 2: HOMO level 0.065 hartree.